{"formula": "C27H26BrFPrSe3Te", "method": "ωB97M-V/def2-TZVPD", "relative_energy_kj_mol": 26.56, "charge": -1, "s2": 2.004, "spin_multiplicity": 3, "elements": ["Pr", "Te", "Br", "Se", "Se", "Se", "F", "C", "C", "C", "C", "C", "C", "C", "C", "C", "C", "C", "C", "C", "C", "C", "C", "C", "C", "C", "C", "C", "C", "C", "C", "C", "C", "C", "H", "H", "H", "H", "H", "H", "H", "H", "H", "H", "H", "H", "H", "H", "H", "H", "H", "H", "H", "H", "H", "H", "H", "H", "H", "H"], "coordinates": [[1.025, 1.982, -0.048], [-0.898, 3.815, -1.785], [2.738, 1.221, 2.233], [-1.420, 1.347, -1.591], [-0.203, 3.234, 2.285], [-0.401, 4.816, 0.630], [3.871, 0.244, -6.063], [2.812, 2.796, -3.717], [-3.591, -2.397, -1.487], [4.930, -2.156, 1.495], [-5.663, 1.023, 3.837], [-2.835, -0.745, 1.802], [4.363, -0.946, 1.953], [1.378, -0.564, -0.349], [-3.916, -1.631, -0.226], [-4.057, -0.112, 2.201], [-4.210, 0.662, 3.504], [2.476, -1.157, 0.404], [3.194, -0.445, 1.409], [-2.795, -1.352, 0.587], [3.520, 2.465, -2.553], [4.177, -2.920, 0.595], [3.784, 0.968, -4.920], [2.989, 2.112, -4.911], [-5.102, -0.210, 1.289], [4.605, 0.642, -3.851], [2.473, -3.018, -1.175], [-5.113, -1.085, 0.171], [-3.442, -0.031, 4.610], [0.814, -1.296, -1.338], [1.279, -2.581, -1.698], [4.442, 1.355, -2.664], [3.088, -2.397, -0.117], [3.221, 3.128, -1.288], [-3.623, 0.461, 5.632], [-3.743, -1.072, 4.818], [2.400, 2.403, -5.782], [2.167, 3.666, -3.560], [4.055, 3.257, -0.598], [-1.834, -1.546, 0.136], [2.917, -3.973, -1.497], [-3.796, 1.667, 3.491], [5.936, -2.392, 1.819], [2.634, 4.059, -1.396], [-6.329, 0.150, 3.869], [-0.044, -0.914, -1.850], [-6.047, 0.292, 1.519], [-6.059, -1.124, -0.357], [-5.727, 1.614, 4.745], [-1.973, -0.682, 2.461], [-3.329, -1.725, -2.298], [0.843, -3.123, -2.543], [5.317, -0.189, -3.818], [4.955, 1.079, -1.739], [4.505, -3.898, 0.336], [4.929, -0.294, 2.629], [-2.362, -0.167, 4.606], [-6.183, 1.724, 3.131], [-4.381, -3.044, -1.763], [-2.758, -2.993, -1.217]], "forces_ev_per_a": [[0.545, 0.119, -1.133], [-0.236, -0.364, -0.017], [-0.373, -0.289, -0.096], [-0.068, 0.895, 0.286], [-0.228, -0.443, 0.220], [-0.111, 0.402, -0.491], [0.045, -0.203, -0.355], [0.424, 0.467, 0.506], [-0.438, 0.955, 0.829], [-1.585, 0.068, -0.467], [-1.079, 0.030, -0.382], [-1.417, 1.200, 1.222], [0.561, 0.540, -0.594], [0.821, 1.164, 2.055], [0.749, 0.452, 0.130], [0.455, -0.139, -0.970], [0.171, 0.494, -0.290], [0.182, 0.431, -1.979], [1.022, -1.511, 0.532], [0.236, -0.348, -0.905], [0.580, -1.328, 0.080], [1.546, 0.884, 0.268], [0.521, 0.857, -0.099], [-0.704, -0.481, 0.215], [-0.903, -0.727, 0.512], [-0.246, 0.004, 1.156], [-0.944, -2.047, -0.931], [0.175, 1.370, 0.691], [-0.689, -0.706, 3.278], [-0.305, -1.224, -0.104], [1.049, 0.235, -0.765], [-0.895, 1.208, 0.250], [-0.610, 2.376, 3.092], [-0.899, -0.256, 0.590], [0.108, -0.302, -1.418], [-0.488, 0.183, -0.440], [0.289, -0.247, 0.092], [-0.056, -0.288, -0.771], [0.003, -0.037, -0.062], [0.327, -0.563, 0.263], [-0.278, 0.417, -0.045], [0.746, 0.121, -0.805], [-0.252, -0.529, 0.172], [0.447, -0.117, -0.101], [0.186, 0.077, 0.370], [-0.306, 0.186, -0.416], [0.377, -0.190, -0.110], [0.224, -0.371, -0.326], [0.166, -0.368, 0.560], [0.052, 0.082, -0.398], [0.002, 0.059, -0.178], [-0.027, 0.132, 0.402], [-0.441, 0.185, -0.516], [0.126, -0.099, -0.419], [0.494, -0.693, -0.373], [-0.220, -0.476, -0.147], [0.166, 0.716, -0.898], [0.950, -0.653, -0.001], [-0.911, -0.589, -0.526], [0.963, -0.721, -0.244]], "lowdin_spin": [2.04, 0.00, 0.00, -0.01, -0.01, 0.00, 0.00, 0.00, 0.00, 0.00, 0.00, 0.00, 0.00, -0.01, 0.00, 0.00, 0.00, 0.00, 0.00, 0.00, 0.00, 0.00, 0.00, 0.00, 0.00, 0.00, 0.00, 0.00, 0.00, 0.00, 0.00, 0.00, 0.00, -0.01, 0.00, 0.00, 0.00, 0.00, 0.00, 0.00, 0.00, 0.00, 0.00, 0.00, 0.00, 0.00, 0.00, 0.00, 0.00, 0.00, 0.00, 0.00, 0.00, 0.00, 0.00, 0.00, 0.00, 0.00, 0.00, 0.00]}

---

{"formula": "C3H4FN3", "method": "ωB97M-V/def2-TZVPD", "relative_energy_kj_mol": 121.47, "smiles": "FCc1nc[nH]n1", "elements": ["F", "N", "N", "N", "C", "C", "C", "H", "H", "H", "H"], "coordinates": [[0.277, -2.099, -1.819], [-1.148, 1.236, -0.007], [0.761, 0.464, 0.662], [-0.808, 0.313, -0.973], [0.365, -0.112, -0.558], [1.134, -1.238, -1.172], [-0.133, 1.328, 0.900], [-2.015, 1.731, 0.031], [1.770, -1.575, -0.324], [-0.228, 2.233, 1.650], [1.679, -1.007, -2.033]], "forces_ev_per_a": [[-0.799, -1.348, 0.960], [1.450, -0.581, -0.386], [2.172, -1.257, -1.391], [-0.154, 0.592, 0.767], [-0.907, 0.493, 1.308], [-0.454, 0.756, 0.745], [-2.968, 3.189, 1.119], [-0.302, 0.010, -0.465], [-0.495, -0.829, -0.845], [0.618, -2.450, -1.167], [1.839, 1.424, -0.646]], "nbo_charge": [-0.35, -0.38, -0.49, -0.24, 0.24, 0.02, 0.20, 0.41, 0.19, 0.21, 0.19]}

---

{"formula": "C34H55F6N9O12S2V", "method": "ωB97M-V/def2-TZVPD", "total_energy_ha": -5063.6074, "charge": -1, "s2": 2.012, "spin_multiplicity": 3, "elements": ["V", "S", "S", "F", "F", "F", "F", "F", "F", "O", "O", "O", "O", "O", "O", "O", "O", "O", "O", "O", "O", "N", "N", "N", "N", "N", "N", "N", "N", "N", "C", "C", "C", "C", "C", "C", "C", "C", "C", "C", "C", "C", "C", "C", "C", "C", "C", "C", "C", "C", "C", "C", "C", "C", "C", "C", "C", "C", "C", "C", "C", "C", "C", "C", "H", "H", "H", "H", "H", "H", "H", "H", "H", "H", "H", "H", "H", "H", "H", "H", "H", "H", "H", "H", "H", "H", "H", "H", "H", "H", "H", "H", "H", "H", "H", "H", "H", "H", "H", "H", "H", "H", "H", "H", "H", "H", "H", "H", "H", "H", "H", "H", "H", "H", "H", "H", "H", "H", "H"], "coordinates": [[1.391, 2.710, 1.826], [0.785, 0.006, -0.029], [-0.450, 4.986, 0.120], [-1.133, 5.968, -2.243], [-0.315, 4.004, -2.352], [-1.478, -0.758, -1.054], [-1.547, 1.279, -0.276], [1.019, 5.724, -1.969], [-0.517, 0.859, -2.148], [1.407, 1.072, 5.426], [-2.410, 1.184, 2.797], [1.974, 1.349, 3.336], [3.384, 0.564, 4.750], [-0.579, 2.300, 2.510], [-1.860, 4.685, 0.297], [0.350, -0.913, 1.031], [1.253, 1.296, 0.489], [-1.450, 2.157, 4.471], [0.462, 3.855, 0.511], [1.745, -0.594, -0.926], [-0.008, 6.227, 0.730], [-1.428, 2.772, -5.986], [3.452, 3.067, 1.259], [-6.376, 1.259, -3.361], [2.400, -2.584, -3.369], [0.588, -1.892, 3.841], [-4.956, -3.354, 1.697], [5.805, -3.967, -0.117], [-1.530, 1.887, 3.252], [2.222, 0.918, 4.531], [-7.284, -2.506, 1.418], [-4.581, -1.990, 2.011], [5.765, 3.617, 2.350], [4.234, 0.593, 1.344], [-0.167, 5.173, -1.759], [-2.834, -4.608, 2.244], [5.505, -4.613, 1.057], [-3.904, -4.253, 1.217], [4.783, -3.189, -0.546], [-4.528, 0.551, -2.380], [0.259, 1.276, -6.342], [4.051, 1.895, 0.590], [3.636, 4.223, 0.338], [-6.175, -3.458, 0.900], [4.237, 3.392, 2.491], [4.233, -4.154, 1.358], [-4.140, -1.100, 0.830], [-0.273, 2.509, -6.707], [3.245, -3.516, -3.883], [-1.123, -1.838, 5.287], [-5.667, 1.284, -2.204], [-0.853, 0.383, -0.947], [1.094, -2.342, 5.025], [-0.715, -1.638, 3.986], [1.971, -2.665, -5.529], [0.052, -2.295, 5.942], [-4.512, 0.072, -3.729], [3.165, 5.561, 0.911], [3.727, -3.347, 0.338], [1.437, -2.298, -4.291], [-1.610, 1.708, -5.126], [3.075, -3.515, -5.262], [-0.658, 0.786, -5.400], [-5.724, 0.457, -4.262], [-3.843, 0.221, -1.616], [-2.197, -3.748, 2.435], [6.203, 2.823, 1.751], [-2.510, 1.546, -4.555], [6.243, 3.735, 3.323], [-7.044, -1.465, 1.209], [6.012, 4.610, 1.962], [1.175, 0.832, -6.691], [6.154, -5.316, 1.544], [-6.583, -4.463, 0.799], [6.742, -3.981, -0.480], [0.029, 3.260, -7.421], [1.110, -1.831, 2.984], [-2.088, -1.634, 5.714], [-7.263, 1.711, -3.471], [5.027, 2.193, 0.190], [-7.579, -2.645, 2.456], [-8.164, -2.690, 0.794], [-4.460, -5.161, 0.959], [4.719, 0.729, 2.310], [-3.546, -3.966, 0.217], [-3.399, -5.033, 3.077], [-0.617, -0.097, -4.781], [0.615, -1.656, -4.024], [4.058, -3.942, -3.318], [-6.079, 1.866, -1.394], [-5.020, -0.786, 0.259], [-5.953, -3.089, -0.114], [2.761, -2.869, 0.318], [2.280, -2.422, -2.378], [3.331, 0.039, 1.607], [3.602, 1.660, -0.378], [3.847, 6.029, 1.620], [3.940, 4.213, 3.145], [4.718, -0.104, 0.658], [2.152, 5.440, 1.293], [2.125, -2.615, 5.173], [3.117, 4.012, -0.598], [4.700, 4.294, 0.103], [-3.775, -0.610, -4.119], [-6.234, 0.237, -5.187], [-2.211, -5.470, 1.998], [-3.644, -2.100, 2.567], [4.140, 2.541, 3.169], [-2.018, 3.564, -6.152], [4.816, -2.488, -1.366], [0.121, -2.587, 6.979], [-3.590, -1.638, 0.054], [1.544, -2.408, -6.486], [3.752, -4.279, 2.320], [-3.506, -0.300, 1.208], [-1.272, -1.283, 3.131], [3.087, 6.315, 0.126], [-5.256, -1.461, 2.679], [3.811, -3.952, -5.918]], "forces_ev_per_a": [[-2.323, -2.360, 1.246], [-1.225, -3.309, 1.682], [-1.972, 1.187, 1.323], [0.514, 0.164, 0.200], [0.686, -0.256, -0.223], [-0.725, -0.399, -0.354], [-0.195, -0.228, -0.235], [0.185, -0.230, -0.421], [-0.500, 0.003, -0.170], [0.004, -0.570, -1.213], [-0.033, 0.241, -0.728], [-0.663, 0.847, -2.081], [-0.271, -0.610, -0.590], [1.561, 0.944, -1.792], [1.785, -0.141, -0.735], [0.351, 1.351, -1.046], [0.486, 1.285, -0.058], [-0.319, 0.094, -1.613], [0.633, -0.104, -0.311], [-0.296, 0.700, -0.544], [0.158, -0.678, -0.837], [1.336, -1.138, -0.053], [0.120, 1.143, 0.561], [0.272, -0.569, -0.096], [-1.294, -1.675, 1.237], [1.166, -0.694, 0.165], [-0.982, -0.717, 0.543], [1.402, -0.499, -0.214], [0.382, -0.606, 3.502], [0.878, 1.859, 2.338], [-0.178, -0.478, -0.924], [2.483, -0.149, -0.370], [-0.452, 0.698, -0.434], [-0.648, -0.319, 0.431], [-1.334, -0.083, 1.472], [-0.617, -0.306, -0.294], [-1.430, 1.300, -0.359], [-0.886, -0.578, -0.713], [-1.225, 0.354, 0.121], [0.280, -0.279, -0.065], [-0.758, 1.502, -0.535], [0.930, -0.953, -1.262], [-0.059, 0.776, -0.368], [-0.003, 1.706, 0.153], [1.525, -1.020, 1.865], [-0.085, -1.147, 1.676], [-0.926, -0.539, -0.444], [-0.120, 0.251, -0.135], [1.258, 0.838, -1.129], [1.208, -0.219, -0.548], [-0.060, 0.445, 0.451], [2.543, 0.638, 0.768], [-0.682, 0.108, 1.046], [-1.898, 0.931, -0.670], [-1.095, -0.580, 0.532], [0.396, -0.340, 0.204], [-1.174, -0.173, 0.869], [-0.133, -0.110, -0.389], [1.033, 0.562, -0.349], [1.420, 1.526, -1.205], [-1.283, 0.401, -0.900], [0.354, 0.236, 0.938], [0.327, -0.944, 1.606], [-0.047, 0.350, -0.803], [0.139, 0.459, 0.046], [-0.009, -0.166, 0.636], [0.433, 0.148, 0.201], [0.083, 0.419, 0.197], [-0.292, -0.845, 0.246], [0.194, 0.037, 0.332], [-0.200, -0.193, -0.728], [-0.053, -0.021, -0.062], [0.154, 0.166, 0.013], [0.385, -0.209, 0.324], [-0.199, 0.075, -0.365], [0.295, -0.172, -0.027], [-0.288, 0.164, -0.149], [-0.054, -0.062, -0.086], [-0.019, -0.103, -0.234], [0.236, 0.216, 0.583], [0.257, -0.040, 0.077], [-0.111, -0.115, 0.126], [0.082, -0.211, 0.234], [0.505, -0.221, -0.247], [0.568, 0.437, 0.143], [0.238, 0.829, 0.598], [0.259, -0.198, -0.358], [0.026, 0.017, -0.104], [-0.129, 0.013, 0.158], [0.354, -0.197, 0.257], [0.051, 0.708, 0.239], [-0.128, -0.263, -0.330], [0.078, 0.134, -0.078], [-0.114, 0.004, -0.031], [-0.328, 0.529, -0.152], [-0.997, 0.347, 0.385], [-0.068, -0.425, 0.357], [-1.099, 0.294, -0.818], [0.575, 0.151, 0.243], [0.125, 0.384, 0.315], [0.014, 0.064, -0.154], [-0.121, -0.102, 0.098], [0.013, -0.150, -0.070], [-0.113, 0.045, -0.273], [0.365, -0.002, -0.168], [0.124, 0.275, -0.771], [-0.234, 0.030, 0.442], [-0.171, -0.162, -0.221], [-0.096, -0.009, 0.238], [0.399, -0.314, -0.220], [0.113, 0.068, -0.003], [0.327, -0.313, 0.416], [-0.059, -0.173, -0.007], [-0.176, -0.509, -0.215], [-0.316, 0.311, -0.212], [-0.001, 0.086, 0.122], [-0.124, -0.271, -0.256], [-0.320, -0.241, -0.123], [-0.358, -0.160, -0.284]], "lowdin_spin": [1.92, 0.01, 0.00, 0.00, 0.00, 0.00, 0.00, 0.00, 0.00, 0.00, 0.00, 0.00, 0.00, 0.02, 0.00, 0.00, 0.03, 0.00, 0.01, 0.00, 0.00, 0.00, -0.01, 0.00, 0.00, 0.00, 0.00, 0.00, 0.00, 0.00, 0.00, 0.00, 0.00, 0.00, 0.00, 0.00, 0.00, 0.00, 0.00, 0.00, 0.00, 0.00, 0.00, 0.00, 0.00, 0.00, 0.00, 0.00, 0.00, 0.00, 0.00, 0.00, 0.00, 0.00, 0.00, 0.00, 0.00, 0.00, 0.00, 0.00, 0.00, 0.00, 0.00, 0.00, 0.00, 0.00, 0.00, 0.00, 0.00, 0.00, 0.00, 0.00, 0.00, 0.00, 0.00, 0.00, 0.00, 0.00, 0.00, 0.00, 0.00, 0.00, 0.00, 0.00, 0.00, 0.00, 0.00, 0.00, 0.00, 0.00, 0.00, 0.00, 0.00, 0.00, 0.00, 0.00, 0.00, 0.00, 0.00, 0.00, 0.00, 0.00, 0.00, 0.00, 0.00, 0.00, 0.00, 0.00, 0.00, 0.00, 0.00, 0.00, 0.00, 0.00, 0.00, 0.00, 0.00, 0.00, 0.00]}

---

no.,M (g mol⁻¹)
1,954.80
2,101.08
3,1010.93